{"formula": "C5H14", "method": "ωB97M-V with the def2-TZVPD basis set", "homo_energy_ev": -10.763, "lumo_energy_ha": 0.0408, "energy_ev": -5410.13098, "smiles": "CCC.CC", "gap_ev": 11.9, "e_above_lowest_kcal_mol": 44.25, "species": ["C", "C", "C", "H", "H", "H", "H", "H", "H", "H", "H", "C", "C", "H", "H", "H", "H", "H", "H"], "positions_angstrom": [[0.607, 0.501, -1.794], [-0.588, -0.454, -2.169], [-0.832, -1.593, -1.202], [1.509, 0.034, -2.395], [0.913, 0.281, -0.781], [0.379, 1.597, -1.950], [-1.440, 0.180, -2.352], [-0.214, -0.773, -3.109], [-0.313, -2.562, -1.612], [-0.709, -1.581, -0.104], [-1.813, -2.041, -1.577], [0.116, 1.501, 2.178], [0.522, 0.108, 2.619], [0.484, 2.409, 2.779], [0.489, 1.671, 1.154], [-1.058, 1.479, 2.263], [1.524, 0.116, 3.315], [-0.353, -0.440, 3.083], [0.776, -0.434, 1.655]], "forces_ev_per_angstrom": [[1.0, -1.3, -0.9], [1.6, 2.0, 1.1], [-0.9, -3.9, -2.6], [-1.4, 1.8, 0.9], [-0.1, 0.5, 0.5], [0.7, -1.4, 0.0], [-0.6, -0.1, 0.1], [-0.6, -1.0, -1.0], [0.2, 1.8, 1.1], [-0.2, 0.6, -0.8], [0.3, 0.9, 1.5], [-1.8, 1.4, 0.6], [2.1, -1.0, 0.6], [-0.5, -1.6, -0.5], [-0.6, 0.1, 0.3], [2.2, 0.7, -0.7], [-2.6, -0.3, -1.6], [1.4, 0.5, -0.1], [-0.1, 0.2, 1.4]], "nbo_charge": [-0.609, -0.414, -0.646, 0.199, 0.196, 0.218, 0.195, 0.206, 0.208, 0.225, 0.220, -0.627, -0.620, 0.210, 0.209, 0.206, 0.207, 0.211, 0.203]}